(1)
86
Properties=species:S:1:pos:R:3:mulliken_charge:R:1 method="wB97M-V/def2-TZVPD" orbital_gap_ev=11.00 smiles="C[C@@H](O)C[C@]1(C(F)(F)C(F)F)COC(=O)O1.CCOS(C)(=O)=O.CCOS(C)(=O)=O.CCOS(C)(=O)=O.CCOS(C)(=O)=O" e_homo_ev=-10.69
C 0.657 0.093 2.311 -1.631
C 0.068 1.325 1.660 0.666
O -1.231 0.923 1.189 -0.486
C -0.150 2.442 2.695 -1.833
C 0.811 3.628 2.660 1.771
C 2.274 3.366 2.298 0.671
F 2.983 4.463 2.674 -0.329
F 2.756 2.327 3.019 -0.328
C 2.575 3.117 0.797 -0.185
F 1.527 3.470 0.028 -0.258
F 3.631 3.856 0.405 -0.305
C 0.852 4.142 4.164 -0.789
O 0.564 5.534 4.074 -0.374
C -0.226 5.597 2.975 0.568
O -1.246 6.210 2.827 -0.541
O 0.368 4.798 2.025 -0.382
H 0.809 -0.666 1.565 0.265
H 1.588 0.298 2.820 0.320
H -0.066 -0.253 3.036 0.422
H 0.625 1.657 0.797 0.320
H -1.306 1.081 0.250 0.368
H -1.136 2.846 2.503 0.290
H -0.185 1.991 3.673 0.572
H 2.834 2.079 0.626 0.405
H 0.041 3.727 4.751 0.408
H 1.731 3.909 4.740 0.467
C 1.421 -4.486 -1.932 -0.943
C 2.482 -3.427 -1.711 -0.274
O 2.646 -2.561 -2.865 -0.282
S 1.578 -1.420 -3.137 1.130
C 2.498 -0.550 -4.360 -1.005
O 1.456 -0.606 -1.963 -0.499
O 0.413 -1.984 -3.740 -0.611
H 0.427 -4.046 -1.991 0.284
H 1.421 -5.206 -1.114 0.425
H 1.602 -5.015 -2.867 0.285
H 2.277 -2.828 -0.822 0.172
H 3.455 -3.893 -1.575 0.290
H 3.399 -0.149 -3.904 0.316
H 1.864 0.254 -4.726 0.366
H 2.739 -1.237 -5.166 0.352
C 2.917 6.953 0.243 -0.728
C 2.116 6.962 -1.042 -0.435
O 2.373 8.130 -1.855 -0.286
S 3.725 8.165 -2.689 1.260
C 3.311 9.530 -3.720 -0.939
O 3.810 6.974 -3.477 -0.649
O 4.803 8.539 -1.829 -0.614
H 3.982 6.835 0.049 0.330
H 2.593 6.130 0.872 0.012
H 2.782 7.888 0.787 0.352
H 2.295 6.061 -1.630 0.368
H 1.051 6.999 -0.820 0.266
H 2.468 9.254 -4.347 0.314
H 4.185 9.747 -4.328 0.372
H 3.069 10.382 -3.090 0.312
C -3.244 -4.803 4.846 -1.051
C -4.004 -4.686 3.539 0.002
O -3.912 -3.368 2.959 -0.326
S -2.557 -2.976 2.221 1.162
C -3.116 -1.528 1.409 -0.860
O -2.262 -3.981 1.242 -0.633
O -1.576 -2.616 3.196 -0.595
H -2.170 -4.719 4.689 0.288
H -3.448 -5.768 5.310 0.407
H -3.540 -4.010 5.531 0.266
H -3.668 -5.430 2.814 -0.013
H -5.066 -4.849 3.706 0.321
H -3.878 -1.794 0.681 0.425
H -2.244 -1.102 0.922 0.202
H -3.503 -0.832 2.148 0.328
C -3.751 -6.930 -4.638 -1.032
C -3.167 -5.875 -3.719 -0.281
O -3.500 -6.098 -2.334 -0.266
S -2.702 -7.235 -1.557 1.182
C -3.198 -6.797 0.071 -0.820
O -1.303 -6.988 -1.735 -0.601
O -3.260 -8.509 -1.892 -0.633
H -3.291 -7.903 -4.467 0.306
H -3.585 -6.652 -5.678 0.395
H -4.822 -7.038 -4.465 0.263
H -2.084 -5.804 -3.828 0.278
H -3.582 -4.898 -3.958 0.282
H -2.788 -5.821 0.319 0.150
H -2.801 -7.552 0.745 0.466
H -4.284 -6.795 0.110 0.376

=====

(2)
79
Properties=species:S:1:pos:R:3:mulliken_charge:R:1 method="wB97M-V/def2-TZVPD" orbital_gap_ev=7.57 e_homo_ev=-8.26
O 2.882 -4.041 7.073 -0.471
C 3.203 -3.460 6.096 0.015
C 4.565 -3.019 5.660 0.510
C 5.814 -3.425 6.091 -0.773
C 6.915 -2.799 5.511 -0.427
C 6.765 -1.799 4.555 -0.621
C 5.497 -1.414 4.130 -0.321
C 4.405 -2.049 4.691 0.645
C 2.947 -1.867 4.436 -0.049
O 2.413 -1.010 3.804 -0.453
N 2.267 -2.959 5.085 0.004
P 1.968 -4.301 3.973 0.203
S 0.713 -5.591 4.622 -0.307
H 5.908 -4.193 6.843 0.499
H 7.902 -3.109 5.822 0.403
H 7.645 -1.327 4.146 0.434
H 5.362 -0.642 3.387 0.495
H 3.242 -4.891 3.858 0.072
H 1.641 -3.678 2.759 0.116
C -1.904 -8.969 3.090 -0.927
S -0.723 -8.475 1.828 0.496
O -0.465 -7.027 2.022 -0.548
C -1.856 -8.635 0.439 -0.969
H -1.408 -8.899 4.055 0.300
H -2.764 -8.300 3.068 0.297
H -2.216 -9.999 2.912 0.380
H -2.720 -7.990 0.596 0.305
H -2.168 -9.675 0.342 0.382
H -1.326 -8.327 -0.460 0.306
C 0.883 1.875 0.076 -0.836
S 2.639 1.967 0.423 0.502
O 3.334 2.204 -0.872 -0.657
C 2.846 0.227 0.822 -0.733
H 0.539 2.860 -0.237 0.220
H 0.705 1.153 -0.723 0.337
H 0.347 1.580 0.978 0.359
H 2.539 -0.383 -0.029 0.400
H 2.253 -0.018 1.699 0.170
H 3.899 0.051 1.035 0.236
C 0.830 1.397 8.305 -0.934
S 2.006 1.760 6.995 0.556
O 2.222 3.228 6.994 -0.648
C 0.894 1.379 5.638 -0.879
H 1.313 1.609 9.257 0.325
H -0.051 2.029 8.191 0.301
H 0.553 0.344 8.263 0.331
H 0.006 2.008 5.698 0.432
H 0.620 0.325 5.683 0.315
H 1.419 1.576 4.706 0.190
C -2.116 3.210 -2.323 -0.926
S -1.985 4.681 -1.304 0.491
O -1.231 4.291 -0.075 -0.612
C -3.721 4.761 -0.860 -0.915
H -1.118 2.959 -2.676 0.286
H -2.515 2.389 -1.725 0.343
H -2.763 3.425 -3.170 0.355
H -4.018 3.832 -0.371 0.310
H -4.307 4.927 -1.764 0.326
H -3.854 5.596 -0.176 0.325
C -2.841 7.099 -6.241 -0.986
S -3.747 5.704 -5.563 0.398
O -3.151 5.412 -4.225 -0.478
C -3.113 4.480 -6.708 -0.977
H -3.068 7.974 -5.636 0.324
H -1.771 6.893 -6.203 0.303
H -3.162 7.271 -7.268 0.380
H -2.024 4.450 -6.639 0.354
H -3.425 4.730 -7.715 0.415
H -3.524 3.513 -6.436 0.314
C -3.440 0.481 -10.115 -0.970
S -3.019 2.223 -10.013 0.509
O -3.773 2.788 -8.858 -0.584
C -3.891 2.720 -11.503 -0.952
H -3.022 -0.016 -9.242 0.315
H -4.524 0.366 -10.121 0.308
H -3.006 0.056 -11.020 0.375
H -4.945 2.455 -11.416 0.308
H -3.443 2.227 -12.366 0.371
H -3.790 3.798 -11.607 0.310

=====

(3)
68
Properties=species:S:1:pos:R:3:mulliken_charge:R:1 method="wB97M-V/def2-TZVPD" spin_multiplicity=5 orbital_gap_ev="8.66 / 5.34" relative_energy_kcal_mol=0.0 charge=+4 e_homo_ev="-20.28 / -20.34"
Ru 0.533 0.262 1.020 -0.234
P 0.286 1.425 2.960 1.334
P -0.977 -1.418 0.933 1.316
P -0.571 1.701 -0.364 1.036
H 2.544 -0.645 -0.469 0.395
C 2.039 0.325 -0.495 -0.860
C 2.380 1.288 0.508 -0.294
H 3.159 1.032 1.235 0.303
C 1.261 1.009 4.448 -1.333
C -1.409 1.354 3.642 -1.441
C 0.653 3.214 2.794 -1.270
C -0.856 -2.444 -0.576 -1.218
C -0.909 -2.620 2.292 -1.234
C -2.722 -0.871 0.950 -1.369
C 0.302 3.166 -1.028 -1.416
C -2.071 2.470 0.335 -1.402
C -1.141 0.881 -1.906 -1.634
H 1.731 0.651 -1.495 0.313
H 2.323 2.359 0.290 0.365
H 2.335 1.042 4.228 0.202
H 0.992 0.003 4.797 0.425
H 1.036 1.734 5.243 0.576
H -1.646 0.320 3.932 0.380
H -2.157 1.712 2.924 0.369
H -1.431 1.994 4.535 0.539
H 1.709 3.339 2.519 0.390
H 0.475 3.682 3.772 0.543
H 0.027 3.704 2.038 0.276
H -1.651 -3.204 -0.550 0.495
H 0.124 -2.939 -0.580 0.394
H -0.952 -1.847 -1.492 0.195
H -1.721 -3.353 2.160 0.512
H -1.027 -2.113 3.259 0.345
H 0.062 -3.133 2.266 0.405
H -3.354 -1.768 0.957 0.569
H -2.972 -0.273 0.067 0.343
H -2.925 -0.286 1.855 0.335
H -0.377 3.734 -1.680 0.502
H 1.179 2.875 -1.615 0.451
H 0.634 3.831 -0.223 0.352
H -2.583 3.014 -0.469 0.535
H -1.829 3.184 1.131 0.396
H -2.761 1.724 0.742 0.330
H -1.585 1.636 -2.571 0.588
H -1.894 0.105 -1.721 0.515
H -0.296 0.414 -2.431 0.407
C -2.329 -1.987 -5.535 0.828
C -2.054 -2.815 -6.637 -0.539
C -1.049 -2.439 -7.526 -0.489
C -0.340 -1.240 -7.341 -0.442
C -0.655 -0.404 -6.251 -0.289
C -1.665 -0.766 -5.360 -0.218
O -3.203 -2.328 -4.541 -0.383
H -3.642 -3.164 -4.764 0.357
H -2.615 -3.741 -6.775 0.368
H -0.804 -3.075 -8.377 0.429
H 0.448 -0.954 -8.040 0.439
H -0.115 0.527 -6.094 0.418
H -1.948 -0.136 -4.518 0.508
C 4.807 -0.528 4.178 -1.127
C 3.792 -1.613 3.735 -0.348
C 2.726 -1.210 2.834 0.286
N 1.813 -1.135 2.095 -0.274
H 5.344 -0.112 3.314 0.335
H 5.553 -0.977 4.849 0.389
H 4.324 0.292 4.732 0.342
H 4.335 -2.423 3.222 0.389
H 3.314 -2.041 4.631 0.297